1.
The following is a DFT calculation (the ωB97M-V functional and the def2-TZVPD basis) of a structure of composition C6H10O.

For the frontier orbital gap, the calculation gives 0.25563 Ha. As for the relative energy (zero: lowest compared OMol25 entry of this formula, charge and spin): 447.9 kJ/mol. For the total energy, the calculation gives -8426.599 eV. The lowest unoccupied orbital energy is -0.09 eV.

Element x y z (Å)
O 0.654 -1.679 1.192
C 1.750 -1.131 0.822
C 2.095 -0.701 -0.438
C 0.081 1.193 0.202
C -1.194 1.282 -0.340
C -1.075 -0.357 -0.464
C -2.228 0.335 0.159
H 2.479 -0.893 1.625
H 3.074 -0.262 -0.610
H 1.526 -0.999 -1.316
H 0.924 1.677 -0.275
H 0.243 0.754 1.182
H -1.357 1.808 -1.274
H -1.075 -0.605 -1.521
H -0.408 -1.005 0.214
H -3.163 0.378 -0.391
H -2.326 0.206 1.235



2.
The following is a DFT calculation (the ωB97M-V functional and the def2-TZVPD basis) of an isolated molecule of C6H10O in a non-equilibrium geometry.

For the frontier orbital gap, the calculation gives 0.39710 Ha. As for the relative energy (zero: lowest compared OMol25 entry of this formula, charge and spin): 301.0 kJ/mol. For the total energy, the calculation gives -8428.121 eV. The lowest unoccupied orbital energy is 0.82 eV.

Element x y z (Å)
C 1.908 -0.180 -0.546
C 0.498 -0.017 -0.111
C -0.332 1.298 -0.198
C -1.192 0.280 0.512
O -2.548 0.232 0.724
C -0.028 -0.199 1.344
C -0.669 -0.817 -0.658
H 2.538 0.517 0.009
H 2.245 -1.202 -0.352
H 1.999 0.026 -1.616
H -0.700 1.614 -1.179
H 0.044 2.135 0.396
H -2.352 -0.441 -0.006
H -0.126 -1.217 1.735
H 0.377 0.496 2.083
H -0.662 -1.901 -0.442
H -0.913 -0.655 -1.725



3.
The following is a DFT calculation (the ωB97M-V functional and the def2-TZVPD basis) of an isolated molecule of C6H10O in a non-equilibrium geometry.

For the frontier orbital gap, the calculation gives 0.37653 Ha. As for the relative energy (zero: lowest compared OMol25 entry of this formula, charge and spin): 437.5 kJ/mol. For the total energy, the calculation gives -8426.706 eV. The lowest unoccupied orbital energy is 1.09 eV.

Element x y z (Å)
C 2.231 -0.169 -0.105
C 1.081 0.752 0.267
C -0.116 -0.014 0.764
O -1.160 0.901 1.098
C -2.204 -0.239 0.275
C -1.807 -0.009 -1.129
C -0.924 -0.838 -0.212
H 1.930 -0.873 -0.890
H 2.563 -0.755 0.760
H 3.086 0.402 -0.475
H 0.764 1.356 -0.592
H 1.372 1.458 1.056
H 0.150 -0.640 1.633
H -2.363 0.139 1.315
H -2.291 -0.599 -1.908
H -1.571 1.011 -1.415
H -0.741 -1.884 -0.441



4.
The following is a DFT calculation (the ωB97M-V functional and the def2-TZVPD basis) of an isolated molecule of C6H10O2 in a non-equilibrium geometry.

For the frontier orbital gap, the calculation gives 0.36524 Ha. As for the relative energy (zero: lowest compared OMol25 entry of this formula, charge and spin): 221.6 kJ/mol. For the total energy, the calculation gives -10476.873 eV. The lowest unoccupied orbital energy is 0.78 eV.

Element x y z (Å)
O 0.074 1.467 -3.397
C 0.381 0.843 -2.366
O -0.002 -0.448 -2.337
C 1.024 1.083 -1.058
C -0.285 1.188 -0.136
C -0.470 0.244 1.061
C -0.267 -1.075 1.001
C -0.283 -1.753 2.240
H -0.734 -0.729 -2.801
H 1.677 2.037 -1.029
H 1.775 0.468 -0.636
H -1.158 1.037 -0.890
H -0.315 2.151 0.309
H -0.771 0.867 1.895
H -0.147 -1.656 0.148
H -0.622 -2.826 2.253
H -0.608 -1.186 3.163
H 0.732 -1.712 2.580



5.
The following is a DFT calculation (the ωB97M-V functional and the def2-TZVPD basis) of an isolated molecule of C6H10O2 in a non-equilibrium geometry.

For the frontier orbital gap, the calculation gives 0.36448 Ha. As for the relative energy (zero: lowest compared OMol25 entry of this formula, charge and spin): 59.9 kJ/mol. For the total energy, the calculation gives -10478.550 eV. The lowest unoccupied orbital energy is 0.73 eV.

Element x y z (Å)
O 0.312 -2.366 -0.071
C -0.325 -1.755 -0.887
O -0.243 -1.891 -2.246
C -1.258 -0.661 -0.588
C -0.470 0.716 -0.618
C 0.270 0.985 0.676
C -0.183 1.836 1.589
C 1.543 0.208 0.962
H 0.403 -2.603 -2.431
H -2.017 -0.636 -1.432
H -1.790 -0.839 0.330
H 0.147 0.685 -1.487
H -1.285 1.514 -0.738
H 0.171 2.048 2.573
H -1.132 2.330 1.369
H 1.780 0.008 2.004
H 1.828 -0.616 0.325
H 2.248 1.035 0.670



6.
The following is a DFT calculation (the ωB97M-V functional and the def2-TZVPD basis) of an isolated molecule of C6H10O2 in a non-equilibrium geometry.

For the frontier orbital gap, the calculation gives 0.32086 Ha. As for the relative energy (zero: lowest compared OMol25 entry of this formula, charge and spin): 137.8 kJ/mol. For the total energy, the calculation gives -10477.742 eV. The lowest unoccupied orbital energy is 0.53 eV.

Element x y z (Å)
C -0.852 -0.798 1.103
C 0.117 -0.983 -1.262
C -1.050 1.121 -0.532
C 1.164 0.521 0.437
C 1.449 0.342 1.700
C -0.146 -0.032 -0.093
O 2.010 1.237 -0.397
O 1.725 0.155 2.823
H 2.021 0.845 -1.279
H -1.791 -1.187 0.713
H -0.255 -1.640 1.446
H -1.094 -0.131 1.927
H 0.850 -1.740 -0.989
H 0.475 -0.444 -2.139
H -0.808 -1.485 -1.540
H -1.978 0.736 -0.949
H -0.547 1.726 -1.284
H -1.289 1.758 0.316



7.
The following is a DFT calculation (the ωB97M-V functional and the def2-TZVPD basis) of an isolated molecule of C6H10O2S in a non-equilibrium geometry.

For the frontier orbital gap (alpha / beta), the calculation gives 0.20885 / 0.24955 Ha. Its expectation value of S² is 2.008. As for the relative energy (zero: lowest compared OMol25 entry of this formula, charge and spin): 276.3 kJ/mol. For the total energy, the calculation gives -21306.267 eV. The spin multiplicity is 3. The lowest unoccupied orbital energy (alpha / beta) is 0.61 / -2.46 eV.

Element x y z (Å)
C 0.538 0.855 0.674
C -0.254 0.337 1.591
C 0.946 0.053 -0.492
C 0.225 -1.300 -0.598
C 0.978 2.277 0.774
C -1.014 -0.453 2.307
O -2.597 -1.448 -1.149
O -0.773 -1.697 -2.945
S -1.356 -0.773 -1.554
H 0.970 0.696 -1.390
H 2.124 -0.074 -0.413
H 0.869 -1.889 -1.158
H -0.068 -1.661 0.430
H 0.859 2.825 -0.169
H 2.007 2.340 0.969
H 0.357 2.750 1.562
H -1.337 -1.524 -3.671
H -1.964 -0.437 2.033
H -0.510 -0.877 3.201



8.
The following is a DFT calculation (the ωB97M-V functional and the def2-TZVPD basis) of an isolated molecule of C6H10O2S2 in a non-equilibrium geometry.

For the frontier orbital gap, the calculation gives 0.28340 Ha. As for the relative energy (zero: lowest compared OMol25 entry of this formula, charge and spin): 713.7 kJ/mol. For the total energy, the calculation gives -32142.187 eV. The lowest unoccupied orbital energy is -1.03 eV.

Element x y z (Å)
C 1.408 -0.337 0.103
C 0.194 -0.645 1.065
C -1.323 2.288 -0.167
C -0.063 1.985 -0.958
C 2.787 -0.740 0.067
C -0.382 -1.959 0.754
O -0.837 0.322 1.320
O 1.325 2.046 1.375
S -2.159 0.693 0.359
S 1.553 1.619 -0.005
H 0.941 -0.341 -0.860
H 0.481 -0.762 2.142
H -1.063 2.782 0.803
H -2.029 2.722 -0.838
H -0.258 1.208 -1.811
H 0.293 2.863 -1.387
H 3.016 -1.340 1.081
H -1.045 -1.825 -0.023
H 0.469 -2.777 0.545
H -0.844 -2.362 1.625



9.
The following is a DFT calculation (the ωB97M-V functional and the def2-TZVPD basis) of a cluster of 2 separate species, C6H10O3 in total.

For the frontier orbital gap, the calculation gives 0.37995 Ha. As for the relative energy (zero: lowest compared OMol25 entry of this formula, charge and spin): 152.3 kJ/mol. For the total energy, the calculation gives -12525.194 eV. The lowest unoccupied orbital energy is 0.54 eV.

Element x y z (Å)
C -1.042 -0.005 0.133
C -0.669 -0.017 1.630
C -0.649 -1.201 -0.710
C -2.371 0.615 -0.251
C 3.171 -0.248 -0.483
C 0.013 0.850 0.671
O 3.097 0.976 -0.985
O 3.797 -1.138 -0.966
O 0.877 1.659 0.485
H 2.459 1.542 -0.513
H 2.582 -0.387 0.452
H -1.354 0.425 2.336
H -0.135 -0.867 2.031
H -2.344 0.953 -1.285
H -0.646 -0.932 -1.765
H -1.360 -2.012 -0.562
H 0.345 -1.559 -0.448
H -3.166 -0.123 -0.152
H -2.604 1.468 0.382



10.
The following is a DFT calculation (the ωB97M-V functional and the def2-TZVPD basis) of a cluster of 2 separate species, C6H10O3 in total in a non-equilibrium geometry.

For the frontier orbital gap, the calculation gives 0.33027 Ha. As for the relative energy (zero: lowest compared OMol25 entry of this formula, charge and spin): 282.2 kJ/mol. For the total energy, the calculation gives -12523.848 eV. The lowest unoccupied orbital energy is -0.08 eV.

Element x y z (Å)
C -0.952 -1.547 0.596
C -1.057 -1.849 2.080
C -0.634 0.991 -0.660
O -1.187 0.859 -1.725
H -1.174 1.221 0.277
H -0.930 -2.456 -0.005
H -1.833 -1.015 0.244
H -1.036 -0.932 2.666
H -2.000 -2.354 2.293
H -0.224 -2.467 2.410
C 1.465 1.978 -1.929
C 0.815 1.861 -0.594
C 0.545 -0.875 0.322
O 1.055 2.490 0.392
O 1.078 -0.755 -0.753
H 1.210 -1.078 1.185
H 2.415 2.500 -1.846
H 0.788 2.449 -2.640
H 1.657 0.979 -2.314



11.
The following is a DFT calculation (the ωB97M-V functional and the def2-TZVPD basis) of an isolated molecule of C6H10O3 in a non-equilibrium geometry.

For the frontier orbital gap, the calculation gives 0.33203 Ha. As for the relative energy (zero: lowest compared OMol25 entry of this formula, charge and spin): 282.0 kJ/mol. For the total energy, the calculation gives -12523.850 eV. The lowest unoccupied orbital energy is 0.76 eV.

Element x y z (Å)
C -0.319 -1.647 1.086
C 1.132 -0.067 0.315
C 2.202 -0.166 -0.770
C -2.435 1.334 -0.504
C -0.244 0.202 -0.281
C -1.057 1.196 0.038
O 1.009 -1.384 0.886
O -0.598 -2.868 0.786
O 1.545 0.873 1.242
H 0.171 -3.406 0.497
H 0.873 0.924 1.945
H -0.541 -0.525 -1.025
H -0.743 1.958 0.742
H 3.113 -0.560 -0.322
H 2.391 0.825 -1.162
H 1.875 -0.823 -1.570
H -3.147 1.369 0.322
H -2.541 2.264 -1.073
H -2.685 0.500 -1.150



12.
The following is a DFT calculation (the ωB97M-V functional and the def2-TZVPD basis) of a structure of composition C6H10O3.

For the frontier orbital gap, the calculation gives 0.30642 Ha. As for the relative energy (zero: lowest compared OMol25 entry of this formula, charge and spin): 403.7 kJ/mol. For the total energy, the calculation gives -12522.589 eV. The lowest unoccupied orbital energy is 0.35 eV.

Element x y z (Å)
C 0.626 -0.240 -0.456
C 0.834 -1.414 -1.386
C -0.611 1.411 1.510
C -0.504 0.013 1.005
C 1.050 -0.524 1.049
C -1.239 -0.385 -0.111
O 0.944 0.982 -0.972
O -2.081 0.428 -0.819
O 1.868 0.211 1.662
H 0.607 1.043 -1.877
H -1.996 1.339 -0.507
H 1.077 -1.625 1.171
H -1.435 -1.419 -0.354
H 0.268 -1.302 -2.316
H 1.902 -1.447 -1.617
H 0.560 -2.357 -0.918
H -1.655 1.630 1.754
H -0.246 2.154 0.793
H 0.031 1.502 2.388



13.
The following is a DFT calculation (the ωB97M-V functional and the def2-TZVPD basis) of a cluster of 2 separate species, C6H10O3S2 in total in a non-equilibrium geometry.

For the frontier orbital gap, the calculation gives 0.28453 Ha. As for the relative energy (zero: lowest compared OMol25 entry of this formula, charge and spin): 254.4 kJ/mol. For the total energy, the calculation gives -34193.207 eV. The lowest unoccupied orbital energy is -0.75 eV.

Element x y z (Å)
C 2.467 -0.529 0.210
C 0.694 0.219 -0.853
C -1.309 1.621 -0.683
C -1.355 -0.819 0.211
C -0.525 0.531 -0.085
C 2.977 -1.915 0.806
O 2.465 0.345 1.259
O 1.120 0.533 -1.883
O -2.115 -0.659 1.367
S 3.087 -3.225 -0.370
S 3.434 -2.081 2.404
H 3.208 -0.296 -0.641
H -1.773 1.157 -1.558
H -2.108 2.053 -0.013
H -0.649 2.403 -1.116
H -0.778 -1.714 0.383
H -1.997 -0.925 -0.604
H -0.279 0.766 0.982
H -2.728 0.102 1.289
H 1.949 -2.852 -0.991
H 3.062 0.026 2.019



14.
The following is a DFT calculation (the ωB97M-V functional and the def2-TZVPD basis) of an isolated molecule of C6H10O4 in a non-equilibrium geometry.

For the frontier orbital gap, the calculation gives 0.38533 Ha. As for the relative energy (zero: lowest compared OMol25 entry of this formula, charge and spin): 213.3 kJ/mol. For the total energy, the calculation gives -14572.101 eV. The lowest unoccupied orbital energy is 0.58 eV.

Element x y z (Å)
C 0.707 -1.080 -0.755
C -0.561 0.094 1.024
C 0.039 1.147 0.137
C 0.537 0.471 -1.176
C 0.305 -1.118 0.746
C -2.015 -0.427 0.999
O 2.016 -1.587 -0.944
O -0.909 2.191 -0.145
O 1.634 1.199 -1.628
O 0.766 -1.962 1.514
H -0.005 -1.513 -1.379
H -0.227 0.190 2.133
H 0.798 1.568 0.710
H -0.316 0.659 -1.994
H -2.608 0.514 1.368
H -2.243 -1.279 1.730
H -2.188 -0.693 -0.005
H -0.581 3.020 -0.580
H 2.327 0.498 -1.569
H 2.521 -1.889 -0.186